*P*
The following is a quantum chemistry calculation of a molecular structure, C28H52Cl2GeNO5PPtSi3, from the OMol25 dataset.

Values from the calculation:
LUMO level (alpha / beta) ... -2.6 / -4.2 eV
Highest occupied orbital energy (alpha / beta) ... -9.74 / -10.05 eV

```
! RIJCOSX wB97M-V def2-TZVPD def2/J DEFGRID3
* xyz 1 2
Pt -0.08969 -0.62965 -0.95539
Cl 2.69041 -4.12515 5.82361
C 2.04916 -3.60226 4.30257
C 1.95620 -4.53799 3.24697
C 1.45741 -4.18312 2.03252
Cl 1.37602 -5.37720 0.78446
C 0.98851 -2.84540 1.74439
O 0.54764 -2.52579 0.60731
C 1.10739 -1.93501 2.84947
C 0.65461 -0.61692 2.72607
O 0.13372 -0.13287 1.69623
C 1.63442 -2.32999 4.10944
H 2.29007 -5.55420 3.40958
H 0.73338 0.02091 3.61486
H 1.69286 -1.60284 4.91035
C -0.93827 0.73276 -5.41080
C -1.71784 -0.24154 -4.80773
C -1.48724 -0.56499 -3.48689
N -0.52436 0.03629 -2.76902
C 0.21408 0.99772 -3.33999
C 0.03329 1.36945 -4.65726
H -1.09155 0.99486 -6.44892
H -2.49779 -0.75620 -5.35025
H -2.06940 -1.31416 -2.97037
H 0.95966 1.46134 -2.70981
H 0.65730 2.14464 -5.07839
C -1.40505 -5.34200 -2.47171
C -0.90354 -4.12561 -1.73659
O 0.22814 -3.60465 -2.47232
P 1.09249 -2.36585 -1.98611
O 1.62344 -1.78975 -3.38147
C 2.27088 -2.64653 -4.35412
C 3.37020 -1.86091 -5.02510
O 2.36878 -3.07873 -1.36211
C 3.36210 -2.27780 -0.69305
C 4.62246 -3.09937 -0.57677
H -2.27492 -5.74953 -1.95596
H -0.63361 -6.11073 -2.50477
H -1.69174 -5.09401 -3.49383
H -0.58910 -4.36075 -0.72377
H -1.66664 -3.34333 -1.68178
H 1.50722 -2.96232 -5.06529
H 2.66176 -3.53306 -3.85429
H 2.96815 -0.98217 -5.53033
H 3.87169 -2.48376 -5.76643
H 4.11104 -1.53302 -4.29504
H 2.96933 -2.00795 0.29059
H 3.53818 -1.35803 -1.25927
H 4.97840 -3.39843 -1.56272
H 4.43704 -3.99788 0.01106
H 5.40316 -2.51616 -0.08789
C -1.17870 1.10225 -0.34514
H -2.23859 0.88370 -0.50618
H -0.89369 1.88651 -1.04909
C -1.98713 -0.14886 4.35730
Si -2.62937 0.92175 2.96135
C -3.60526 2.33834 3.70513
C -3.69828 -0.13215 1.83944
Ge -0.87779 1.71738 1.48527
Si -2.31083 3.98409 0.54179
C -3.93435 3.32316 -0.11040
C -2.60404 5.28295 1.85546
C -1.34182 4.73933 -0.87257
Si 1.21544 2.92315 1.64475
C 2.46154 2.07528 2.75737
C 1.87574 2.89282 -0.11075
C 0.96012 4.66867 2.27994
H -2.84153 -0.47827 4.95447
H -1.31260 0.39177 5.02468
H -1.48047 -1.04597 3.99805
H -4.26729 1.96548 4.49056
H -4.23078 2.83372 2.96153
H -2.94953 3.08588 4.15483
H -4.46983 -0.64056 2.42304
H -3.09445 -0.89705 1.34423
H -4.19432 0.45845 1.06783
H -4.51096 2.77102 0.63098
H -3.78312 2.68352 -0.98006
H -4.53605 4.18395 -0.42076
H -3.21703 4.92546 2.67926
H -3.14394 6.10200 1.36728
H -1.68056 5.69051 2.26224
H -1.15050 4.02861 -1.67700
H -0.39578 5.18218 -0.56301
H -1.96164 5.54402 -1.28271
H 2.69031 1.05858 2.43493
H 2.13715 2.04830 3.79965
H 3.39359 2.64581 2.72217
H 1.95267 1.85916 -0.46176
H 2.87317 3.33769 -0.15236
H 1.23183 3.43932 -0.80199
H 0.31945 4.67729 3.16373
H 0.51128 5.31929 1.52897
H 1.91817 5.11108 2.56360
*
```

*Q*
The following is a quantum chemistry calculation of a molecular structure, C28H52Cl2GeNO5PPtSi3, from the OMol25 dataset.

Values from the calculation:
LUMO level (alpha / beta) ... -3.9 / -3.9 eV
Highest occupied orbital energy (alpha / beta) ... -10.23 / -10.24 eV

```
! RIJCOSX wB97M-V def2-TZVPD def2/J DEFGRID3
* xyz 1 2
Pt -0.76668 -0.56282 -0.49305
Cl 1.00673 3.68306 5.83930
C 1.26012 2.78497 4.38279
C 1.94798 1.57501 4.42785
C 2.14596 0.84933 3.27627
Cl 3.03820 -0.62394 3.38729
C 1.67604 1.27509 2.00729
O 1.86944 0.47706 0.98453
C 1.01508 2.52480 1.99814
C 0.51264 3.15462 0.78166
O 0.65189 2.73535 -0.34343
C 0.80637 3.25170 3.17724
H 2.33311 1.19959 5.36627
H -0.03416 4.10184 0.95399
H 0.28686 4.20114 3.12246
C -4.12650 -3.59810 -2.54662
C -4.47295 -2.66723 -1.57970
C -3.48753 -1.84500 -1.06447
N -2.21812 -1.91598 -1.47109
C -1.88049 -2.80975 -2.40507
C -2.80627 -3.67015 -2.96488
H -4.87399 -4.25662 -2.96858
H -5.48854 -2.57540 -1.22121
H -3.70611 -1.11552 -0.29515
H -0.84167 -2.82976 -2.70648
H -2.49008 -4.37694 -3.71907
C -2.30698 -5.17615 1.92539
C -1.90970 -4.10302 0.93918
O -1.75510 -2.84585 1.63681
P -0.46409 -1.90384 1.40021
O 0.77186 -2.87158 1.55646
C 1.05593 -3.59726 2.79001
C 1.61391 -4.94887 2.42435
O -0.44185 -1.08190 2.75435
C -1.41391 -0.06016 3.08966
C -2.51206 -0.62490 3.95892
H -2.49529 -6.11185 1.39633
H -3.21726 -4.89011 2.45203
H -1.52298 -5.35387 2.66120
H -2.68881 -3.97612 0.18722
H -0.97837 -4.36165 0.42950
H 0.13936 -3.67606 3.37441
H 1.76863 -2.99448 3.35026
H 0.89341 -5.52850 1.84517
H 1.85048 -5.50696 3.33134
H 2.52626 -4.84195 1.83837
H -1.80713 0.37416 2.16692
H -0.84971 0.71016 3.61256
H -3.07527 -1.39496 3.43331
H -3.19577 0.17565 4.24618
H -2.09377 -1.05736 4.86784
C -1.68715 0.96885 -1.11386
H -2.74376 0.93923 -1.39811
H -1.30339 1.98929 -1.08296
C 1.77142 -2.99345 -1.72153
Si 3.10052 -1.84338 -1.04273
C 4.55298 -1.89691 -2.23584
C 3.77350 -2.48067 0.57997
Ge 2.26888 0.42687 -0.88082
Si 4.25709 1.84240 -0.76386
C 5.36403 1.01412 0.50129
C 5.19688 2.01773 -2.37600
C 3.79010 3.54077 -0.12262
Si 1.21015 1.10456 -2.98535
C -0.42416 0.53076 -3.72583
C 1.34992 2.94873 -3.25025
C 2.49549 0.24781 -4.05798
H 2.15544 -4.01196 -1.83150
H 1.45009 -2.65022 -2.70969
H 0.90436 -3.03675 -1.05597
H 5.00407 -2.89181 -2.16148
H 5.32750 -1.17470 -1.96876
H 4.28002 -1.73648 -3.27779
H 4.08764 -3.51995 0.43916
H 3.04082 -2.43533 1.37894
H 4.64930 -1.90585 0.88584
H 5.79693 0.08834 0.11680
H 4.82286 0.77487 1.41996
H 6.19114 1.68272 0.75738
H 5.54325 1.05213 -2.75055
H 6.08197 2.63823 -2.20670
H 4.60950 2.49405 -3.16252
H 3.35814 3.47200 0.87790
H 3.07264 4.04638 -0.76942
H 4.68626 4.16296 -0.05068
H -1.28586 1.11945 -3.40158
H -0.63270 -0.52428 -3.54803
H -0.32543 0.67768 -4.80703
H 0.57546 3.51013 -2.73263
H 1.26907 3.14556 -4.32453
H 2.31815 3.32242 -2.91521
H 2.31201 -0.82621 -4.13443
H 3.52096 0.39713 -3.72507
H 2.41586 0.66689 -5.06660
*
```

Quick one: least stable of them? *Q*

*P*
The following is a quantum chemistry calculation of a molecular structure, C14H20N2O4, from the OMol25 dataset.

Values from the calculation:
LUMO level ... 0.4 eV
Highest occupied orbital energy ... -8.60 eV

```
! RIJCOSX wB97M-V def2-TZVPD def2/J DEFGRID3
* xyz 0 1
C -0.35717 -0.49718 0.06555
C 0.34819 0.71562 -0.46706
C -1.66763 -0.83742 -0.68107
C -2.45108 -2.10686 -0.22208
C -2.00820 -3.41315 -0.48639
C -3.32082 -1.89013 0.89986
C -2.39656 -4.55875 0.28834
C -3.88966 -3.01814 1.47381
C -3.41444 -4.37118 1.15831
C 1.82253 2.70689 0.00265
C 0.81833 3.28734 -0.96296
C 3.10216 2.33455 -0.66884
C 4.02087 3.59506 -1.08816
C 3.77061 1.42447 0.28722
H -1.77209 -0.28907 1.82101
H -0.08306 -1.34503 2.12569
H 0.39745 -1.14880 -0.41851
H -2.51258 -0.05268 -0.58155
H -1.56955 -0.72014 -1.82382
H -1.45505 -3.31609 -1.58427
H -3.52606 -0.79436 0.88091
H -1.96124 -5.52865 0.07678
H -4.47983 -3.00318 2.43587
H -4.41183 -6.24237 1.05692
H 0.89553 1.34653 1.47624
H 1.79406 3.47306 0.89534
H 2.88231 1.60403 -1.54740
H 3.36415 4.15703 -1.74392
H 4.48342 4.27443 -0.38802
H 4.78853 3.14114 -1.90106
H 4.84881 2.15493 0.97477
H 4.35500 0.38284 -0.64798
H 3.16711 0.50682 1.14792
H -0.86088 3.70096 -1.29651
N -0.42538 -0.35356 1.60233
N 0.97479 1.61372 0.40196
O 0.29966 0.93415 -1.65107
O -4.31863 -5.31145 1.50773
O 1.21229 4.18373 -1.85712
O -0.46408 3.26087 -0.56142
*
```

*Q*
The following is a quantum chemistry calculation of a single C14H20N2O4 molecule, from the OMol25 dataset.

Values from the calculation:
LUMO level ... 0.9 eV
SMILES ... Cc1ccc(NC(=O)OCCNC(=O)OC(C)C)cc1
Highest occupied orbital energy ... -8.28 eV

```
! RIJCOSX wB97M-V def2-TZVPD def2/J DEFGRID3
* xyz 0 1
C -5.55174 -0.59988 -0.44246
C -4.18324 -0.06066 -0.15597
C -3.31506 0.26655 -1.18987
C -2.05687 0.78227 -0.94070
C -1.63862 0.98028 0.37117
N -0.37762 1.49017 0.69382
C 0.66827 1.74478 -0.12833
O 0.71696 1.60632 -1.32442
O 1.69160 2.23430 0.62118
C 2.93682 2.38491 -0.04061
C 3.75739 1.09172 0.06417
N 3.14379 -0.01056 -0.63112
C 2.31208 -0.87385 0.01397
O 2.18370 -0.92609 1.21340
O 1.72111 -1.67594 -0.88870
C 0.90906 -2.77442 -0.44254
C 1.72326 -3.77131 0.37658
C -0.33009 -2.29704 0.30664
C -2.50244 0.66010 1.41486
C -3.75659 0.14671 1.14989
H -6.25573 0.22172 -0.57983
H -5.90744 -1.21377 0.38163
H -5.55048 -1.19548 -1.35242
H -3.62650 0.11410 -2.21314
H -1.39365 1.02394 -1.75406
H -0.18195 1.60942 1.67862
H 2.75787 2.63908 -1.09161
H 3.45245 3.20381 0.46398
H 4.75679 1.26474 -0.34300
H 3.82971 0.79750 1.11432
H 3.00447 0.07485 -1.62701
H 0.60748 -3.23614 -1.39074
H 1.12150 -4.65329 0.57732
H 2.61466 -4.06824 -0.17170
H 2.02214 -3.32150 1.31938
H -0.97775 -3.14413 0.51497
H -0.87744 -1.57469 -0.29419
H -0.04161 -1.83117 1.24471
H -2.18418 0.81011 2.43669
H -4.41345 -0.09912 1.97177
*
```

Quick one: least stable of them? *P*

*P*
The following is a quantum chemistry calculation of a single C2H3ClSi molecule, from the OMol25 dataset.

Values from the calculation:
LUMO level (alpha / beta) ... -2.2 / -2.2 eV
Highest occupied orbital energy (alpha / beta) ... -7.97 / -7.97 eV

```
! RIJCOSX wB97M-V def2-TZVPD def2/J DEFGRID3
* xyz 0 1
C 0.07921 0.40160 0.25983
C 0.54186 1.35705 1.34288
Si -0.24533 -1.35254 -0.32924
Cl 0.83676 2.80725 0.55751
H -0.08710 1.01925 -0.63033
H -1.67200 -1.63227 -0.34779
H 0.54660 -2.60035 -0.85287
*
```

*Q*
The following is a quantum chemistry calculation of a single C2H3ClSi molecule, from the OMol25 dataset.

Values from the calculation:
LUMO level ... 0.8 eV
SMILES ... C#C[SiH2]Cl
Highest occupied orbital energy ... -10.55 eV

```
! RIJCOSX wB97M-V def2-TZVPD def2/J DEFGRID3
* xyz 0 1
C 1.13901 -1.70888 -0.01116
C 0.25245 -0.88864 0.05049
Si -0.88613 0.54864 0.00959
Cl -2.63063 -0.32432 -0.00870
H 1.84057 -2.37558 -0.10489
H -0.66572 1.21670 1.32743
H -0.56037 1.23649 -1.27923
*
```

Quick one: least stable of them? *P*

*P*
The following is a quantum chemistry calculation of 3 unconnected molecules or ions with the total composition C4H10NOS, from the OMol25 dataset.

Values from the calculation:
LUMO level ... -0.6 eV
Highest occupied orbital energy ... -3.38 eV

```
! RIJCOSX wB97M-V def2-TZVPD def2/J DEFGRID3
* xyz -1 1
C -1.22657 -0.37203 0.16075
N -0.13506 0.57126 -0.07622
C 1.20091 0.10016 -0.00503
C 2.15203 1.19860 -0.25063
S -4.24502 -0.11382 0.03188
C 1.71355 -1.16206 0.11820
O 4.30286 -0.11226 -0.07146
H -1.35993 -0.57131 1.22030
H -2.23095 0.01579 -0.10121
H -1.33125 -1.30680 -0.37405
H -0.22460 1.58027 0.15113
H 3.18017 0.79340 -0.49749
H 2.47590 1.52020 0.80691
H 1.86259 1.99186 -0.89475
H 5.23919 -0.36539 -0.06176
H 1.06018 -2.01832 0.34045
H 2.73210 -1.50742 -0.13407
*
```

*Q*
The following is a quantum chemistry calculation of a molecular structure, C4H10NOS, from the OMol25 dataset.

Values from the calculation:
LUMO level ... 1.7 eV
Highest occupied orbital energy ... -3.19 eV

```
! RIJCOSX wB97M-V def2-TZVPD def2/J DEFGRID3
* xyz -1 1
C 0.07834 -0.10854 -1.98272
N -0.91013 -0.33977 -1.14286
C -0.61584 -0.35355 0.20785
O 0.30592 -2.27835 1.36100
C 1.40355 -0.28295 -1.70033
C 1.76052 -1.23471 -0.67404
S -1.16756 2.45382 1.40743
H -0.22596 0.23352 -2.98329
H 2.74860 -1.72514 -0.79795
H 0.23827 0.25752 0.40709
H -1.48971 -0.03160 0.76447
H -0.32359 -1.38885 0.65293
H -1.26343 2.33597 0.10795
H 1.98988 -0.15234 -2.59124
H 0.93811 -1.99471 -0.65912
H 1.56053 -0.81492 0.30987
H 0.13759 -2.57991 2.27342
*
```

Quick one: least stable of them? *P*